This record from OMol25 describes a structure of composition C41H48N5O4RbS at a distorted geometry. The level of theory is ωB97M-V with the def2-TZVPD basis set.

Calculated values
* total charge: -2
* energy: -70424.2774 eV
* lowest unoccupied orbital energy: 3.71 eV
* largest force on an atom: 4.20 eV/Å

Each line ends with the Mulliken charge.
CARTESIAN COORDINATES (ANGSTROEM)
Rb 9.066 4.294 19.121  0.552
S 4.915 5.168 16.273  0.634
O 11.503 5.288 20.109  -0.331
O 9.771 7.406 19.186  -0.798
O 3.494 5.262 15.807  -0.766
O 6.964 6.434 19.900  -0.207
N 11.539 2.392 20.571  0.366
N 4.577 4.249 25.656  -0.701
N 8.223 2.286 21.165  1.530
N 8.536 5.295 21.854  1.118
N 2.818 4.058 21.270  -0.613
C 9.623 0.109 13.800  -0.548
C 8.640 0.387 14.737  0.830
C 9.937 0.495 21.242  -0.647
C 13.370 6.356 20.923  -0.779
C 5.353 9.322 21.574  -0.673
C 8.501 0.926 20.815  -0.371
C 15.097 5.292 22.198  -0.891
C 10.975 0.396 13.952  -0.663
C 10.401 1.536 16.068  -0.387
C 8.154 1.643 16.881  0.376
C 7.509 5.012 15.622  -0.557
C 6.027 5.710 24.458  -0.247
C 11.175 0.967 20.403  -0.962
C 14.420 4.117 21.936  -0.292
C 7.430 7.539 21.926  1.027
C 3.956 3.908 24.529  -0.357
C 6.682 7.342 20.692  0.414
C 5.454 5.311 23.288  0.934
C 5.371 6.984 16.554  -0.245
C 6.979 2.779 20.541  -1.495
C 12.589 5.186 20.702  -0.333
C 6.245 9.542 22.643  -0.944
C 8.069 2.456 22.670  -1.187
C 5.571 8.315 20.647  -1.245
C 6.093 4.752 14.968  -0.617
C 6.922 1.046 16.781  -0.423
C 12.637 2.653 21.143  -0.480
C 3.625 4.249 22.101  -0.212
C 9.078 1.176 15.892  -0.022
C 14.511 6.397 21.711  -0.229
C 4.892 7.787 15.339  -1.400
C 11.383 1.090 15.140  -0.620
C 8.434 6.503 22.349  -1.371
C 7.301 -0.079 14.695  -1.008
C 4.424 4.427 23.317  0.559
C 9.603 4.525 22.545  -0.260
C 6.507 0.222 15.732  -0.573
C 9.185 3.282 23.284  -0.687
C 5.599 5.104 25.603  -0.391
C 7.247 8.584 22.857  -0.430
C 13.229 4.025 21.279  0.863
H 10.381 4.300 21.815  -0.833
H 3.202 3.174 24.574  0.468
H 7.588 5.912 16.151  0.334
H 4.948 8.802 15.701  0.442
H 10.504 6.883 19.575  0.433
H 9.073 6.744 23.128  0.466
H 10.021 -0.610 21.244  0.500
H 15.031 7.317 21.994  0.305
H 6.194 10.313 23.353  0.434
H 8.864 7.282 19.605  0.288
H 6.059 2.257 20.885  0.456
H 10.054 2.649 23.411  0.402
H 6.897 6.371 24.486  0.207
H 7.966 8.669 23.668  0.392
H 8.828 3.523 24.304  0.431
H 13.260 1.883 21.609  0.083
H 10.178 5.167 23.199  0.716
H 10.906 0.844 19.368  0.113
H 6.823 3.845 20.736  0.506
H 16.021 5.284 22.697  0.458
H 8.563 0.833 19.696  -0.471
H 4.814 8.257 19.905  0.369
H 7.787 0.130 21.029  0.405
H 14.852 3.218 22.357  0.230
H 6.363 7.270 16.984  0.431
H 6.963 -0.583 13.834  0.369
H 10.809 2.132 16.896  0.349
H 5.570 7.683 14.495  0.306
H 12.012 0.310 20.653  0.509
H 6.046 1.458 17.353  0.139
H 8.212 4.949 14.822  0.379
H 6.964 2.637 19.449  0.114
H 5.763 5.646 22.262  -0.076
H 4.491 9.958 21.485  0.441
H 12.976 7.265 20.498  0.426
H 7.130 3.000 22.871  0.006
H 6.093 5.278 26.551  0.382
H 7.735 4.159 16.298  -0.312
H 12.424 1.286 15.324  0.403
H 10.105 0.761 22.365  0.144
H 5.977 5.322 14.079  0.459
H 5.790 3.694 14.781  0.344
H 5.442 0.018 15.647  0.311
H 9.285 -0.501 12.953  0.250
H 11.805 0.157 13.259  0.296
H 8.058 1.492 23.145  0.503
H 4.640 7.204 17.403  0.144
H 3.868 7.523 15.021  0.304

=====

This record from OMol25 describes a cluster of 2 separate species, C4H12NO in total at a distorted geometry. The level of theory is ωB97M-V with the def2-TZVPD basis set.

Calculated values
* energy relative to the best compared isomer or geometry (same formula, charge and spin): 6.488 eV
* total charge: +1
* energy: -7867.8027 eV
* lowest unoccupied orbital energy (spin up / spin down): -7.88 / -7.85 eV
* largest force on an atom: 3.33 eV/Å

Each line ends with the natural charge from an NBO analysis.
CARTESIAN COORDINATES (ANGSTROEM)
O -1.479 -0.262 0.835  -0.250
N 0.471 0.453 -0.293  -0.084
C -1.893 -1.536 1.051  -0.312
C 0.364 0.089 -1.676  -0.462
C 0.139 1.746 0.194  -0.465
C 1.654 -0.163 0.369  -0.412
H -1.508 -2.067 0.231  0.228
H 2.492 -0.025 -0.319  0.244
H 0.575 1.026 -2.246  0.256
H -0.909 1.778 0.517  0.285
H 1.011 -0.784 -1.892  0.243
H -1.663 -2.123 1.998  0.214
H -3.008 -1.524 0.970  0.268
H 0.411 2.597 -0.584  0.253
H 0.745 2.032 1.138  0.246
H -0.627 -0.269 -2.084  0.273
H 1.766 0.278 1.330  0.236
H 1.459 -1.247 0.460  0.240

=====

This record from OMol25 describes a structure of composition C4H9N3S at a distorted geometry. The level of theory is ωB97M-V with the def2-TZVPD basis set.

Calculated values
* energy relative to the best compared isomer or geometry (same formula, charge and spin): 4.437 eV
* energy: -19595.1995 eV
* lowest unoccupied orbital energy: 0.63 eV
* largest force on an atom: 5.62 eV/Å

Each line ends with the natural charge from an NBO analysis.
CARTESIAN COORDINATES (ANGSTROEM)
S 2.159 -0.482 -2.309  0.353
N 1.101 -0.394 -0.846  -0.635
N -0.959 0.432 2.179  -0.564
N 1.223 0.248 1.371  -0.589
C -2.322 0.961 2.279  -0.421
C 0.998 -1.350 -3.299  -0.841
C -0.122 0.451 1.159  0.333
C 1.845 -0.041 0.174  0.237
H -2.246 2.196 2.469  0.195
H 2.958 0.054 0.104  0.174
H -2.623 0.786 1.218  0.220
H 0.896 -2.679 -3.457  0.230
H -2.993 0.509 3.211  0.239
H -0.345 0.403 3.112  0.408
H -0.539 0.621 0.190  0.198
H -0.062 -0.940 -3.007  0.245
H 1.031 -0.774 -4.549  0.222

=====

This record from OMol25 describes a structure of composition C12H14FeN5O3S. The level of theory is ωB97M-V with the def2-TZVPD basis set.

Calculated values
* energy relative to the best compared isomer or geometry (same formula, charge and spin): 0.042 eV
* spin multiplicity: 6
* energy: -71484.2637 eV
* lowest unoccupied orbital energy (spin up / spin down): 0.21 / -1.06 eV
* <S²>: 8.77
* largest force on an atom: 0.30 eV/Å

Each line ends with the Mulliken spin population.
CARTESIAN COORDINATES (ANGSTROEM)
Fe 0.307 2.115 -0.674  4.216
S 0.602 4.244 0.251  0.168
O 1.527 1.083 -1.630  0.179
O -0.678 -2.646 0.883  -0.002
O -1.484 2.129 -1.422  0.222
N 1.213 1.558 1.092  0.051
N -0.860 -1.413 0.277  -0.012
N 1.112 2.377 2.193  0.014
N -1.372 0.963 -0.765  0.105
N 0.770 4.514 2.879  0.002
C 0.839 3.605 1.871  -0.010
C 1.972 -0.100 -1.231  0.024
C -2.323 0.116 -0.728  0.005
C 2.154 -0.440 0.129  0.001
C 2.664 -1.702 0.460  -0.011
C -2.066 -1.194 -0.068  -0.011
C 1.879 0.474 1.219  -0.010
C 2.777 -2.299 -1.849  -0.007
C -3.650 0.417 -1.353  0.013
C -3.202 -2.154 0.119  -0.001
C 2.963 -2.638 -0.507  0.018
C 2.304 -1.055 -2.203  0.029
H 2.166 -0.782 -3.241  -0.002
H -3.830 -2.186 -0.769  0.000
H -2.829 -3.151 0.332  0.000
H -4.462 0.168 -0.669  0.000
H 2.828 -1.932 1.507  -0.001
H 0.751 4.153 3.818  -0.001
H -3.828 -1.837 0.956  0.000
H -3.796 -0.167 -2.264  -0.002
H 3.350 -3.610 -0.232  0.001
H 0.285 -2.696 0.951  0.000
H -3.697 1.471 -1.609  0.005
H 0.314 5.390 2.697  0.002
H 3.013 -3.018 -2.623  -0.001
H 2.287 0.244 2.202  0.010